Computed, not measured: C31H39I2N4OP2Pb as an isolated structure, with ωB97M-V/def2-TZVPD.

Results
* strongest force on any atom: 0.4 eV/A
* HOMO-LUMO gap: 3.99 eV
* highest occupied orbital energy: -15.62 eV
* total energy: -2968.9560 hartree

ORCA input file:
```
! RIJCOSX wB97M-V def2-TZVPD def2/J DEFGRID3
* xyz 3 1
Pb -0.06 -0.08 0.16
I -3.43 -4.53 6.15
C -2.82 -3.74 4.41
C -3.71 -3.67 3.31
C -3.28 -3.16 2.13
I -4.47 -3.04 0.50
C -1.85 -2.71 1.97
O -1.44 -2.37 0.89
C -0.96 -2.74 3.17
C 0.45 -2.25 3.06
N 0.52 -0.79 2.94
C 1.88 -0.25 3.15
C 2.83 -0.34 1.98
C 4.17 -0.59 2.23
C 5.08 -0.57 1.18
C 4.63 -0.31 -0.10
C 3.27 -0.09 -0.27
N 2.39 -0.09 0.73
C -1.45 -3.25 4.31
H -4.72 -4.03 3.44
H 0.94 -2.70 2.19
H 1.00 -2.61 3.94
H -0.08 -0.36 3.63
H 2.36 -0.75 4.00
H 1.77 0.80 3.43
H 4.50 -0.79 3.24
H 6.13 -0.75 1.37
H 5.30 -0.29 -0.95
H 2.87 0.11 -1.26
H -0.84 -3.33 5.20
C 0.46 1.18 -3.71
P -0.45 -0.02 -2.69
C -2.20 0.52 -2.83
N -2.88 0.05 -3.86
C -4.15 0.47 -4.01
C -4.92 0.00 -5.10
C -6.21 0.44 -5.26
C -6.77 1.37 -4.34
C -6.06 1.84 -3.28
C -4.72 1.40 -3.10
N -4.00 1.87 -2.06
C -2.77 1.44 -1.93
P -1.77 2.16 -0.57
C -1.27 3.79 -1.21
C -2.86 2.46 0.89
C -1.94 2.85 2.05
C -3.56 1.14 1.24
C -3.89 3.57 0.68
C -0.24 -1.68 -3.46
C -0.29 -1.63 -4.99
C -1.32 -2.62 -2.91
C 1.14 -2.17 -3.00
H -0.02 1.29 -4.68
H 1.48 0.84 -3.86
H 0.49 2.15 -3.22
H -4.47 -0.70 -5.79
H -6.80 0.09 -6.09
H -7.79 1.70 -4.50
H -6.47 2.55 -2.59
H -2.14 4.31 -1.61
H -0.54 3.68 -2.00
H -0.84 4.39 -0.41
H -1.13 2.13 2.21
H -2.52 2.91 2.97
H -1.49 3.84 1.90
H -2.84 0.34 1.46
H -4.21 0.80 0.43
H -4.18 1.28 2.13
H -3.41 4.53 0.47
H -4.47 3.70 1.59
H -4.57 3.34 -0.14
H -1.23 -1.23 -5.35
H -0.19 -2.65 -5.37
H 0.54 -1.05 -5.40
H -2.30 -2.39 -3.33
H -1.39 -2.57 -1.82
H -1.07 -3.64 -3.18
H 1.94 -1.51 -3.33
H 1.33 -3.15 -3.44
H 1.19 -2.28 -1.91
*
```

Here are the Mulliken charges for atoms 1 to 6, given in e: atom 1 (Pb): 1.122, atom 2 (I): 0.500, atom 3 (C): -0.006, atom 4 (C): -0.450, atom 5 (C): -0.136, atom 6 (I): 0.346

Computed, not measured: C18H42AlFeN6O10P as an isolated structure in a non-equilibrium geometry, with ωB97M-V/def2-TZVPD.

Results
* strongest force on any atom: 3.2 eV/A
* HOMO-LUMO gap (alpha / beta): 6.13 / 3.85 eV
* ⟨S²⟩: 20.0333
* relative energy (zero: lowest compared OMol25 entry of this formula, charge and spin): 0.00 kJ/mol
* highest occupied orbital energy (alpha / beta): -11.34 / -13.59 eV
* total energy: -3638.8261 hartree

ORCA input file:
```
! RIJCOSX wB97M-V def2-TZVPD def2/J DEFGRID3
* xyz 2 9
Fe 3.21 10.24 -0.09
Al 5.17 6.98 -3.23
P 4.28 8.17 0.00
O 4.90 6.90 -0.35
O 3.93 8.94 -1.41
O 4.98 9.49 0.50
O 2.84 8.32 0.55
C 1.44 7.15 -2.82
O 2.26 7.13 -3.75
N 0.26 6.53 -2.80
C -0.58 6.53 -1.62
C -0.19 5.73 -3.92
H 1.60 7.77 -1.92
H -0.63 5.52 -1.22
H -1.60 6.82 -1.87
H -0.27 7.21 -0.83
H -1.27 5.77 -4.04
H 0.27 6.06 -4.85
H 0.08 4.67 -3.82
C 5.37 4.75 2.16
O 6.36 4.11 2.41
N 4.11 4.48 2.60
C 2.99 5.20 2.03
C 3.83 3.29 3.33
H 5.39 5.66 1.54
H 2.47 4.54 1.31
H 3.32 6.13 1.60
H 2.18 5.31 2.76
H 4.76 2.82 3.66
H 3.23 3.46 4.23
H 3.36 2.50 2.73
C 4.15 10.22 4.05
O 4.05 11.33 4.52
N 4.14 9.04 4.73
C 4.07 7.77 4.05
C 4.13 9.01 6.18
H 4.25 10.09 2.95
H 3.94 7.92 2.98
H 3.20 7.23 4.42
H 4.98 7.18 4.21
H 3.87 9.99 6.58
H 3.43 8.28 6.57
H 5.11 8.70 6.56
C 7.64 9.65 3.59
O 8.11 10.26 4.49
N 7.87 8.28 3.42
C 7.43 7.56 2.25
C 8.56 7.53 4.44
H 7.04 10.14 2.80
H 8.31 7.49 1.58
H 6.74 8.17 1.66
H 7.06 6.59 2.57
H 9.20 6.76 4.00
H 9.18 8.21 5.03
H 7.84 7.03 5.10
C 7.51 9.75 -1.49
O 7.35 8.61 -1.93
N 8.01 10.77 -2.18
C 8.42 12.03 -1.59
C 8.05 10.73 -3.62
H 7.24 9.95 -0.44
H 7.77 12.83 -1.95
H 9.45 12.21 -1.87
H 8.38 12.01 -0.51
H 7.16 11.20 -4.08
H 8.90 11.27 -4.03
H 8.02 9.71 -3.99
C 3.91 12.16 -2.62
O 3.35 11.62 -1.64
N 4.44 13.35 -2.58
C 4.91 14.01 -3.80
C 4.43 14.15 -1.35
H 3.99 11.61 -3.56
H 4.19 14.79 -4.04
H 4.92 13.33 -4.65
H 5.91 14.42 -3.70
H 3.71 14.97 -1.43
H 4.15 13.55 -0.49
H 5.43 14.55 -1.23
*
```

Here are the Mulliken charges for atoms 1 to 6, given in e: atom 1 (Fe): -0.666, atom 2 (Al): 0.983, atom 3 (P): 2.565, atom 4 (O): -0.977, atom 5 (O): -0.273, atom 6 (O): -0.366

Computed, not measured: the molecule C2H5ClFN in a non-equilibrium geometry, with ωB97M-V/def2-TZVPD.

Results
* strongest force on any atom: 6.2 eV/A
* HOMO-LUMO gap: 10.43 eV
* relative energy (zero: lowest compared OMol25 entry of this formula, charge and spin): 178.70 kJ/mol
* highest occupied orbital energy: -9.48 eV
* total energy: -693.9419 hartree
* structure (SMILES): NC[C@@H](F)Cl

ORCA input file:
```
! RIJCOSX wB97M-V def2-TZVPD def2/J DEFGRID3
* xyz 0 1
C 0.06 -0.50 -0.07
C -0.94 0.40 0.38
H 2.24 -0.07 0.54
H 1.75 0.61 -1.02
H -0.54 -0.85 -1.00
H 0.15 -1.47 0.46
H -0.80 0.67 1.51
N 1.48 -0.09 -0.31
F -1.00 1.55 -0.27
Cl -2.40 -0.26 -0.23
*
```

Here are the Mulliken charges for atoms 1 to 6, given in e: atom 1 (C): -0.621, atom 2 (C): 0.352, atom 3 (H): 0.221, atom 4 (H): 0.202, atom 5 (H): 0.282, atom 6 (H): 0.343

Computed, not measured: the molecule C3H8N2S in a non-equilibrium geometry, with ωB97M-V/def2-TZVPD.

Results
* strongest force on any atom: 3.3 eV/A
* HOMO-LUMO gap (alpha / beta): 8.71 / 7.82 eV
* relative energy (zero: lowest compared OMol25 entry of this formula, charge and spin): 479.55 kJ/mol
* highest occupied orbital energy (alpha / beta): -8.84 / -7.82 eV
* total energy: -626.6406 hartree

ORCA input file:
```
! RIJCOSX wB97M-V def2-TZVPD def2/J DEFGRID3
* xyz 0 1
C -0.28 -1.82 0.66
C 0.97 -1.32 -0.18
C -0.17 2.46 -0.56
N -1.42 -1.17 0.21
N 0.19 1.05 -0.57
S 1.33 0.34 0.27
H -0.62 -2.88 0.38
H -0.06 -1.68 1.74
H 1.90 -2.00 0.11
H 0.64 -1.37 -1.19
H 0.70 3.10 -0.55
H -0.72 2.79 -1.46
H -0.72 2.99 0.25
H -1.75 -0.50 0.89
*
```

Here are the Mulliken charges for atoms 1 to 6, given in e: atom 1 (C): -0.369, atom 2 (C): -0.511, atom 3 (C): -0.777, atom 4 (N): -0.514, atom 5 (N): -0.215, atom 6 (S): 0.027

Computed, not measured: a 28-piece molecular cluster, H56O28 overall in a non-equilibrium geometry, with ωB97M-V/def2-TZVPD.

Results
* strongest force on any atom: 1.4 eV/A
* HOMO-LUMO gap: 8.18 eV
* relative energy (zero: lowest compared OMol25 entry of this formula, charge and spin): 319.15 kJ/mol
* highest occupied orbital energy: -9.12 eV
* total energy: -2140.3258 hartree

ORCA input file:
```
! RIJCOSX wB97M-V def2-TZVPD def2/J DEFGRID3
* xyz 0 1
O 1.91 1.89 4.30
H 2.66 2.33 4.69
H 1.62 1.27 4.97
O 4.64 2.88 0.84
H 3.89 3.37 0.50
H 5.25 2.82 0.11
O -2.03 0.05 -3.16
H -1.76 -0.68 -2.61
H -1.63 0.82 -2.75
O -1.20 2.72 -5.28
H -1.94 2.27 -4.88
H -1.47 2.90 -6.18
O 2.50 -2.94 1.40
H 2.38 -3.26 0.51
H 2.19 -2.03 1.37
O 2.79 4.46 -0.06
H 1.87 4.36 -0.29
H 3.09 5.21 -0.57
O -5.30 -1.50 -0.62
H -4.55 -1.69 -1.18
H -6.05 -1.88 -1.09
O -2.03 -2.31 -1.31
H -2.45 -2.74 -2.06
H -1.81 -3.03 -0.72
O -4.76 0.43 -3.66
H -3.82 0.32 -3.75
H -5.11 -0.46 -3.59
O -3.75 2.79 0.04
H -3.06 2.18 0.33
H -4.45 2.22 -0.29
O -0.25 -0.45 -5.30
H 0.37 -0.87 -4.71
H -1.02 -0.29 -4.75
O -0.07 -5.15 2.01
H 0.10 -5.83 2.67
H 0.41 -5.44 1.24
O -2.48 -4.44 0.66
H -1.89 -5.09 1.04
H -3.21 -4.95 0.30
O 2.97 -1.23 4.53
H 2.75 -1.18 5.46
H 2.24 -1.69 4.13
O -0.88 -1.88 1.75
H -1.05 -2.74 1.36
H -1.71 -1.41 1.67
O -1.48 2.58 -1.93
H -1.00 2.98 -1.20
H -2.11 3.25 -2.20
O 3.03 0.10 1.96
H 2.65 0.98 1.90
H 3.03 -0.11 2.89
O 4.95 -2.30 2.79
H 4.24 -2.39 2.16
H 4.63 -1.65 3.42
O -0.20 3.15 0.52
H -0.51 3.28 1.41
H 0.26 2.32 0.54
O 0.26 0.22 -0.08
H -0.60 0.33 -0.48
H 0.13 -0.45 0.60
O 0.61 -3.07 3.85
H 0.30 -2.30 3.36
H 0.23 -3.82 3.38
O -2.55 1.07 2.86
H -2.24 0.51 2.15
H -1.81 1.65 3.05
O 4.59 0.00 -0.65
H 3.94 0.61 -0.98
H 4.45 -0.01 0.30
O 0.72 2.67 -3.42
H -0.07 2.82 -2.91
H 0.40 2.47 -4.30
O -0.75 2.86 3.18
H -1.42 3.54 3.19
H 0.04 3.29 3.48
O -2.62 -0.37 0.18
H -2.24 -1.11 -0.30
H -3.56 -0.56 0.21
O 1.31 -2.03 -3.77
H 1.83 -2.57 -4.36
H 1.68 -2.21 -2.90
O 2.36 1.23 -1.64
H 2.02 1.90 -2.23
H 1.61 0.98 -1.10
*
```

Here are the Mulliken charges for atoms 1 to 6, given in e: atom 1 (O): -0.566, atom 2 (H): 0.290, atom 3 (H): 0.284, atom 4 (O): -0.596, atom 5 (H): 0.422, atom 6 (H): 0.272

Computed, not measured: an isolated ion of composition C4H8N3 and charge +1 in a non-equilibrium geometry, with ωB97M-V/def2-TZVPD.

Results
* strongest force on any atom: 5.9 eV/A
* HOMO-LUMO gap: 7.06 eV
* relative energy (zero: lowest compared OMol25 entry of this formula, charge and spin): 538.37 kJ/mol
* highest occupied orbital energy: -13.33 eV
* total energy: -321.0863 hartree
* structure (SMILES): C/N=N/C=C\C=[NH2+]

ORCA input file:
```
! RIJCOSX wB97M-V def2-TZVPD def2/J DEFGRID3
* xyz 1 1
C 1.17 -1.19 0.08
C 1.34 0.10 0.02
C -0.20 -1.83 -0.07
C -2.38 1.07 0.14
N -1.13 -0.95 -0.12
N 2.56 0.76 0.04
N -1.33 0.23 -0.34
H 2.13 -1.90 0.21
H 0.39 0.67 -0.02
H -0.46 -2.84 -0.02
H -2.70 1.53 -0.77
H -3.16 0.51 0.66
H -2.04 1.79 0.77
H 2.52 1.79 -0.16
H 3.30 0.24 -0.44
*
```

Here are the Mulliken charges for atoms 1 to 6, given in e: atom 1 (C): -0.372, atom 2 (C): 0.283, atom 3 (C): -0.255, atom 4 (C): -0.687, atom 5 (N): 0.047, atom 6 (N): -0.468

Computed, not measured: C32H52NOOsSbSe4SiTe as an isolated structure in a non-equilibrium geometry, with ωB97M-V/def2-TZVPD.

Results
* strongest force on any atom: 4.7 eV/A
* HOMO-LUMO gap (alpha / beta): 5.64 / 3.87 eV
* ⟨S²⟩: 8.8144
* relative energy (zero: lowest compared OMol25 entry of this formula, charge and spin): 0.00 kJ/mol
* highest occupied orbital energy (alpha / beta): -3.96 / -4.20 eV
* total energy: -11874.6445 hartree

ORCA input file:
```
! RIJCOSX wB97M-V def2-TZVPD def2/J DEFGRID3
* xyz -1 6
Os 12.84 9.53 12.26
Se 11.36 12.69 16.01
Sb 13.31 11.94 14.58
Se 12.26 8.92 14.47
Se 12.88 11.73 11.98
Se 14.39 14.27 14.26
C 14.88 7.31 9.70
C 15.81 7.47 10.93
C 15.54 6.33 11.90
C 17.23 7.35 10.44
Si 15.45 9.22 11.89
C 16.45 10.68 10.94
C 16.37 12.08 11.54
C 17.97 10.44 10.83
C 15.93 10.75 9.48
C 16.41 9.04 13.70
C 15.54 8.20 14.66
C 17.74 8.34 13.61
C 16.65 10.44 14.30
H 15.36 6.68 8.92
H 14.65 8.28 9.25
H 13.92 6.83 10.02
H 15.59 5.41 11.32
H 14.57 6.40 12.39
H 16.30 6.27 12.68
H 17.42 6.28 10.26
H 18.03 7.69 11.13
H 17.41 7.91 9.53
H 17.02 12.33 12.36
H 15.36 12.29 11.85
H 16.65 12.79 10.73
H 18.44 10.37 11.84
H 18.42 11.30 10.33
H 18.25 9.57 10.24
H 14.88 11.02 9.45
H 16.04 9.76 9.00
H 16.53 11.51 8.93
H 15.61 7.13 14.44
H 14.48 8.44 14.61
H 15.89 8.37 15.68
H 17.70 7.33 13.15
H 18.12 8.22 14.60
H 18.46 8.88 12.99
H 15.77 11.12 14.27
H 17.46 10.97 13.76
H 16.92 10.31 15.36
C 11.08 6.04 10.46
C 11.20 7.39 11.16
O 10.11 7.97 11.28
N 12.39 7.97 11.49
Te 9.64 10.76 11.80
C 9.10 12.63 12.78
C 8.49 12.56 14.06
C 8.42 11.32 14.94
C 8.01 13.75 14.63
C 8.18 14.99 14.00
C 7.57 16.24 14.59
C 8.87 15.06 12.82
C 9.31 13.87 12.17
C 9.92 14.00 10.82
C 8.83 10.85 9.77
C 9.70 10.86 8.69
C 11.19 10.74 8.85
C 9.21 10.98 7.38
C 7.85 11.04 7.10
C 7.33 11.20 5.70
C 6.98 10.98 8.22
C 7.46 10.84 9.54
C 6.49 10.69 10.65
H 10.12 5.66 10.86
H 11.90 5.35 10.67
H 10.97 6.14 9.37
H 9.12 11.42 15.78
H 8.61 10.39 14.41
H 7.42 11.32 15.35
H 7.51 13.70 15.63
H 7.20 16.03 15.58
H 6.76 16.66 14.00
H 8.31 17.03 14.64
H 9.03 16.00 12.30
H 9.85 15.06 10.52
H 9.44 13.30 10.12
H 10.97 13.72 10.84
H 11.47 9.90 9.52
H 11.63 11.62 9.31
H 11.68 10.63 7.87
H 9.93 11.00 6.55
H 8.13 11.04 4.97
H 6.94 12.20 5.55
H 6.54 10.50 5.46
H 5.89 10.97 8.10
H 5.50 10.62 10.21
H 6.51 11.50 11.38
H 6.67 9.73 11.20
*
```

Here are the Mulliken charges for atoms 1 to 6, given in e: atom 1 (Os): 1.627, atom 2 (Se): -0.579, atom 3 (Sb): 0.383, atom 4 (Se): -0.671, atom 5 (Se): -0.459, atom 6 (Se): -0.374

Computed, not measured: a 2-piece molecular cluster, C4H4Cl4 overall in a non-equilibrium geometry, with ωB97M-V/def2-TZVPD.

Results
* strongest force on any atom: 5.3 eV/A
* HOMO-LUMO gap (alpha / beta): 8.49 / 8.00 eV
* relative energy (zero: lowest compared OMol25 entry of this formula, charge and spin): 385.77 kJ/mol
* highest occupied orbital energy (alpha / beta): -8.88 / -8.58 eV
* total energy: -1995.4162 hartree

ORCA input file:
```
! RIJCOSX wB97M-V def2-TZVPD def2/J DEFGRID3
* xyz 0 1
C -0.40 0.59 0.60
C 0.14 0.16 -0.54
C -0.70 2.02 0.87
C 0.83 -2.33 -0.72
Cl -0.86 -0.46 1.89
Cl 0.67 0.84 -1.91
Cl 1.60 -2.22 -2.17
Cl -0.62 -3.32 -0.74
H -1.52 2.14 1.50
H -0.78 2.44 -0.24
H 0.28 2.53 1.33
H 1.35 -2.39 0.13
*
```

Here are the Mulliken charges for atoms 1 to 6, given in e: atom 1 (C): 0.649, atom 2 (C): -0.170, atom 3 (C): -1.021, atom 4 (C): -0.189, atom 5 (Cl): -0.187, atom 6 (Cl): -0.153

Computed, not measured: C31H33Cl3N3PdSSb2Si as an isolated structure in a non-equilibrium geometry, with ωB97M-V/def2-TZVPD.

Results
* strongest force on any atom: 1.8 eV/A
* HOMO-LUMO gap (alpha / beta): 5.31 / 5.32 eV
* relative energy (zero: lowest compared OMol25 entry of this formula, charge and spin): 208.63 kJ/mol
* highest occupied orbital energy (alpha / beta): -10.11 / -10.29 eV
* total energy: -4041.8383 hartree

ORCA input file:
```
! RIJCOSX wB97M-V def2-TZVPD def2/J DEFGRID3
* xyz 1 1
Pd -1.70 -0.22 -0.56
C 0.08 2.84 1.46
C 1.49 2.57 0.97
C 1.53 1.79 -0.34
Sb 1.04 -0.32 -0.13
C 3.03 -0.98 0.48
C 4.06 -0.08 0.66
C 5.34 -0.55 0.93
C 5.58 -1.91 1.03
C 4.53 -2.81 0.87
C 3.26 -2.34 0.59
C 1.35 -0.82 -2.21
C 2.37 -0.24 -2.95
C 2.53 -0.58 -4.29
C 1.65 -1.47 -4.89
C 0.64 -2.06 -4.14
C 0.52 -1.75 -2.80
Sb -1.41 1.23 1.60
C -0.60 0.06 3.24
C -1.50 -0.69 3.99
C -1.06 -1.50 5.02
C 0.29 -1.53 5.35
C 1.19 -0.76 4.63
C 0.75 0.03 3.57
C -2.23 -1.76 0.73
C -1.48 -2.92 0.78
C -1.93 -3.99 1.55
C -3.10 -3.87 2.27
C -3.84 -2.70 2.22
C -3.41 -1.64 1.44
H -0.40 3.58 0.81
H 0.10 3.26 2.47
H 2.07 2.05 1.73
H 1.97 3.54 0.81
H 2.54 1.84 -0.77
H 0.84 2.21 -1.07
H 3.89 0.98 0.60
H 6.14 0.15 1.06
H 6.57 -2.27 1.24
H 4.71 -3.87 0.96
H 2.44 -3.04 0.44
H 3.06 0.46 -2.49
H 3.34 -0.17 -4.86
H 1.77 -1.70 -5.94
H -0.03 -2.77 -4.60
H -0.24 -2.26 -2.20
H -2.56 -0.65 3.76
H -1.77 -2.09 5.58
H 0.63 -2.15 6.16
H 2.24 -0.77 4.89
H 1.47 0.63 3.03
H -0.55 -3.02 0.21
H -1.37 -4.91 1.56
H -3.45 -4.70 2.87
H -4.75 -2.61 2.79
H -4.02 -0.74 1.37
Cl -4.14 0.27 -1.35
Si -2.92 -1.28 -2.26
Cl -2.80 -0.69 -4.23
Cl -4.10 -2.94 -2.18
C -2.47 5.64 -0.78
C -3.28 4.43 -1.26
C -2.41 3.39 -1.85
N -1.91 2.39 -1.22
N -1.16 1.55 -1.98
C -1.07 1.94 -3.23
N -0.32 1.33 -4.15
S -1.96 3.41 -3.55
H -3.17 6.41 -0.43
H -1.87 6.06 -1.58
H -1.82 5.37 0.05
H -4.00 4.75 -2.01
H -3.82 3.99 -0.41
H 0.02 0.40 -3.94
H -0.42 1.58 -5.12
*
```

Here are the Mulliken charges for atoms 1 to 6, given in e: atom 1 (Pd): 0.902, atom 2 (C): -0.765, atom 3 (C): -0.470, atom 4 (C): -1.037, atom 5 (Sb): -0.024, atom 6 (C): 0.834